Molecular formula: C5H11N3
Method: DFT, the ωB97M-V functional and the def2-TZVPD basis

Calculated values
* 2S+1: 1
* SMILES string: [H]/N=C(/N)C(N)=C(C)C
* HOMO level: -7.573 eV
* total charge: 0
* relative energy (zero: lowest compared OMol25 entry of this formula, charge and spin): 28.3 kcal per mole

```
19
Properties=species:S:1:pos:R:3:forces:R:3:mulliken_charge:R:1
H 2.7259 0.4163 -0.7788 -0.5989 -0.4229 -0.6617 0.276
N 2.1234 1.1884 -1.0609 0.0664 1.5059 1.1301 -0.758
C 0.8778 1.0666 -0.7327 2.9694 -0.1101 -1.8008 0.063
N 0.1099 2.1884 -0.5216 -0.2359 -0.0327 -0.0712 -0.333
C 0.2821 -0.2738 -0.6733 -1.7208 1.6703 2.5982 0.201
N 0.1866 -1.0308 -1.8212 -0.2808 0.1717 -0.0665 -0.478
C -0.3791 -0.4225 0.5025 -0.7431 -2.2008 -0.7489 0.854
C -0.0226 0.1482 1.8435 -0.3195 0.8389 -0.5286 -1.411
C -1.4605 -1.4807 0.5499 0.3928 -0.1850 0.2399 -1.620
H -0.7942 2.2854 -0.9532 -0.1495 -0.4271 0.1758 0.224
H 0.5875 3.0712 -0.4235 0.3860 -0.2386 -0.2874 0.258
H -0.0154 -2.0100 -1.6840 0.2317 0.1257 -0.1963 0.233
H 0.8541 -0.7811 -2.5374 -0.1068 -0.2775 0.1016 0.273
H 0.2426 -0.6499 2.5391 0.1240 -0.0559 -0.0824 0.328
H 0.7809 0.8753 1.7762 0.2116 -0.0481 0.1341 0.438
H -0.8817 0.6697 2.2717 -0.0529 -0.0087 0.0921 0.322
H -2.1211 -1.4097 -0.3134 0.0153 -0.0466 -0.1425 0.405
H -1.0264 -2.4841 0.5729 -0.1576 -0.2056 0.0319 0.330
H -2.0699 -1.3669 1.4441 -0.0315 -0.0529 0.0827 0.397
```
Forces are in eV/Å.

***

Molecular formula: C5H11N3
Method: DFT, the ωB97M-V functional and the def2-TZVPD basis

Calculated values
* 2S+1: 1
* HOMO level: -8.030 eV
* total charge: 0
* relative energy (zero: lowest compared OMol25 entry of this formula, charge and spin): 234.9 kcal per mole

```
19
Properties=species:S:1:pos:R:3:forces:R:3:mulliken_charge:R:1
C -1.1804 -0.7468 1.9489 -0.6939 -3.2057 -0.9993 -1.266
C -0.0394 0.0926 1.4709 0.2684 -0.4570 -0.7875 0.719
C 0.4977 0.1239 0.2121 0.2199 2.8144 0.0237 -0.030
C 1.4181 1.3297 0.0900 -0.4446 0.6182 -4.0321 -0.715
C -0.1138 -0.3828 -1.1126 -3.5070 -1.5339 4.4672 0.355
H -1.8190 -1.4452 1.2108 1.9671 1.7269 1.2607 0.280
H -0.8199 -1.4355 2.7463 -0.1779 0.2456 -0.4485 0.317
H -1.9033 -0.1421 2.4137 -0.9165 1.0264 0.6093 0.375
H 1.4202 1.5869 2.4258 -3.4538 -3.3018 0.1049 -0.003
H 0.3744 0.2454 3.3152 0.3407 0.4960 1.0332 0.222
H 2.0685 0.7526 -0.9094 -0.7370 3.2304 2.8772 0.231
H 0.4733 2.4337 -0.3665 3.4407 -2.9995 1.4472 0.200
H 2.2201 2.0333 1.5685 -0.8532 -1.4772 -3.7959 0.241
H -1.1668 -0.9157 -0.7134 2.2733 0.9775 -1.2885 -0.168
H -0.3485 -1.7227 -3.7522 -1.6973 3.5069 1.2767 0.290
H -1.4697 -1.5491 -2.6451 -0.4113 0.7409 0.5625 0.258
N 0.4693 0.8541 2.5252 1.1147 1.3267 -0.4874 -0.464
N 0.0898 -0.3357 -2.3455 1.0746 0.7035 0.2871 -0.272
N -0.9194 -0.8529 -3.1725 2.1931 -4.4384 -2.1106 -0.571
```
Forces are in eV/Å.

***

Molecular formula: C5H11N3
Method: DFT, the ωB97M-V functional and the def2-TZVPD basis

Calculated values
* 2S+1: 1
* HOMO level (alpha / beta): -7.239 / -7.240 eV
* total charge: 0
* relative energy (zero: lowest compared OMol25 entry of this formula, charge and spin): 100.9 kcal per mole

```
19
Properties=species:S:1:pos:R:3:forces:R:3:mulliken_charge:R:1
C -1.5902 -1.7568 -0.7087 0.0635 0.2182 0.5217 -0.786
N -0.3179 -1.1750 -0.9976 0.1796 -0.3553 -1.3836 -1.094
N -0.1419 0.0010 -0.3140 1.3948 -0.3674 2.3548 0.634
H -0.9995 0.5528 -0.1119 0.3219 -0.0098 -0.1899 0.492
H -1.7030 -2.6143 -1.3760 -0.0966 0.1002 0.1835 0.276
H -2.4391 -1.0606 -0.8818 0.0223 -0.1509 -0.0089 0.245
H -1.6598 -2.1008 0.3466 -0.2345 -0.1054 -0.1537 0.239
C 1.0483 2.2022 -0.2684 0.2775 0.0313 0.2937 -1.127
C 0.9614 0.8405 -0.8671 -0.3877 0.3368 -1.3804 0.531
C 0.4807 -0.4122 1.0508 -1.7129 -0.3098 0.2891 -0.231
C -0.2364 -0.3952 2.1761 0.4756 0.6021 -0.6263 -0.672
N 1.6569 0.4272 -1.8195 0.2082 0.2890 0.3394 -0.679
H 1.3501 -0.4960 -2.1344 -0.3242 -0.1334 0.2138 0.337
H 1.3650 -1.0135 0.9114 0.1022 0.1587 -0.3410 0.324
H 1.9873 2.6636 -0.5659 -0.0718 -0.0288 -0.0737 0.371
H 0.2231 2.8281 -0.6063 -0.0709 -0.0013 -0.0930 0.278
H 1.0153 2.1616 0.8181 -0.0404 0.0046 0.1036 0.344
H -1.1209 0.2200 2.2753 -0.2280 -0.1600 -0.1018 0.231
H 0.1205 -0.8725 3.0734 0.1215 -0.1188 0.0527 0.288
```
Forces are in eV/Å.

***

Molecular formula: C5H11N3
Method: DFT, the ωB97M-V functional and the def2-TZVPD basis

Calculated values
* 2S+1: 1
* HOMO level: -7.180 eV
* total charge: 0
* relative energy (zero: lowest compared OMol25 entry of this formula, charge and spin): 106.6 kcal per mole

```
19
Properties=species:S:1:pos:R:3:forces:R:3:mulliken_charge:R:1
C 1.1705 0.4947 -1.8402 -0.6475 -0.0897 -0.1861 -0.985
C -0.3953 0.0181 2.3635 -0.0093 0.5592 -0.0870 -1.210
N 0.1373 -0.4371 -1.4082 -0.1884 0.4307 -0.1303 -0.240
C -0.9187 -0.0460 -0.3987 0.3217 -0.3839 -3.0485 0.499
C -0.3208 -0.7249 1.0595 2.0778 -2.1716 0.2569 0.815
N -1.4232 1.2171 -0.6317 -0.0120 -0.9657 0.7422 -0.374
C 0.8375 -1.3617 0.5737 -0.8229 0.3159 2.3862 -0.808
N -1.4979 -1.0250 0.2754 -0.6135 1.2399 0.4479 -0.914
H -0.2291 -1.0418 -2.1460 -0.1814 0.5260 0.2960 0.237
H -2.1330 1.4921 0.0298 -0.0102 0.2225 -0.1674 0.308
H -0.9138 1.9290 -1.1326 0.0109 -0.2065 0.0878 0.192
H 0.8138 1.1502 -2.6410 0.2075 0.2501 -0.0603 0.354
H 1.5006 1.1130 -1.0018 -0.0293 -0.1248 0.0402 0.329
H 2.0319 -0.0636 -2.2138 -0.0313 0.0682 0.0177 0.310
H -0.4319 -0.6573 3.2234 0.0321 -0.0279 -0.1972 0.279
H -1.3028 0.6270 2.4041 0.0295 -0.0621 -0.0878 0.352
H 0.4533 0.6973 2.4954 0.0540 -0.1279 0.0617 0.306
H 1.8258 -1.0538 0.9056 -0.0014 0.0636 0.1167 0.308
H 0.7958 -2.3275 0.0836 -0.1864 0.4839 -0.4887 0.243
```
Forces are in eV/Å.

***

Molecular formula: C5H11N3
Method: DFT, the ωB97M-V functional and the def2-TZVPD basis

Calculated values
* 2S+1: 1
* HOMO level: -7.755 eV
* total charge: 0
* relative energy (zero: lowest compared OMol25 entry of this formula, charge and spin): 114.9 kcal per mole

```
19
Properties=species:S:1:pos:R:3:forces:R:3:mulliken_charge:R:1
C -2.5185 0.2162 1.8254 -6.9218 2.4351 -1.6947 -0.929
C -0.7200 0.1102 0.4656 2.9384 0.1063 -3.5800 -0.401
C 0.5102 -0.2637 0.0039 -2.2207 -2.0417 2.0150 0.723
C 1.1779 -1.4818 0.5277 1.4546 -2.0208 1.3669 -1.016
C 1.0616 0.3306 -1.1189 2.8592 4.3665 -2.7819 0.139
H -3.3602 -0.3396 2.3267 1.2468 0.0316 -0.2269 0.304
H -2.2816 1.0770 2.4368 0.1320 0.4472 0.0660 0.314
H -3.1059 0.5412 0.7945 1.0016 0.0911 2.7157 0.268
H -0.9772 -0.9753 2.1782 -0.9745 0.8504 -2.7558 0.311
H -1.2254 0.8199 -0.1493 -0.3126 0.8694 0.1403 0.326
H 0.1795 -2.3510 0.5086 3.4036 2.1715 0.9288 0.235
H 2.1254 -1.9583 -0.2000 -3.0271 1.7565 2.3268 0.319
H 1.7715 -1.0508 1.7362 -2.0024 -2.1738 -3.4738 0.212
H 0.5565 1.8040 -2.6863 -0.9112 -2.7132 2.1885 0.207
H -0.8724 0.7753 -2.0131 3.5918 0.7008 -0.2328 0.230
H 2.6037 1.1220 -2.0507 -0.5470 -1.4952 1.8773 0.174
N -1.5035 -0.4972 1.3236 3.6426 -4.9947 4.7167 -0.203
N 0.2181 0.9829 -2.0271 -2.6176 1.0854 -1.6350 -0.500
N 2.3596 0.5239 -1.1683 -0.7357 0.5275 -1.9611 -0.712
```
Forces are in eV/Å.

***

Molecular formula: C5H11N3
Method: DFT, the ωB97M-V functional and the def2-TZVPD basis

Calculated values
* 2S+1: 1
* SMILES string: CC[C@@H]1C[C@H]1/N=N/N
* HOMO level: -8.689 eV
* total charge: 0
* relative energy (zero: lowest compared OMol25 entry of this formula, charge and spin): 102.4 kcal per mole

```
19
Properties=species:S:1:pos:R:3:forces:R:3:mulliken_charge:R:1
C -0.2133 2.0696 1.1469 3.0575 -0.1981 0.3993 -1.072
C -0.0468 0.6839 1.6602 -0.5800 -2.0616 1.6316 -0.576
C -0.6441 -0.2908 0.6661 -0.5728 -1.6174 -0.7894 -0.158
C 0.0841 -1.6256 0.5217 1.6271 1.9875 1.4241 -0.917
C 0.4046 -0.6042 -0.5000 -1.0740 0.9935 -3.1429 0.085
N 0.0189 -1.0612 -1.9550 2.0710 0.2794 -1.4455 -0.159
N 0.8587 -0.8768 -2.9744 -1.8038 0.0086 3.5738 -0.257
N 0.4610 -1.6179 -4.0274 -1.4734 -0.3235 2.5319 -0.321
H 0.3579 2.6474 1.8588 0.3141 0.8801 -0.1373 0.315
H -1.1290 2.5382 1.0507 -2.1919 0.3276 -0.2937 0.371
H 0.3387 2.0091 0.1882 -0.4962 0.7843 0.3000 0.264
H -0.3298 0.4222 2.7730 -0.1584 0.7908 -2.0607 0.345
H 1.0314 0.4913 1.7071 0.0004 0.0295 -0.1754 0.274
H -1.7917 -0.2895 0.6473 1.9144 0.0373 -0.7167 0.325
H -0.3482 -2.5201 0.2213 -1.1190 -1.1798 -0.7335 0.354
H 0.8574 -1.7761 1.2601 0.1460 -0.2213 0.2312 0.200
H 1.2514 0.1119 -0.5384 -0.2779 -0.9595 0.4634 0.434
H -0.3178 -2.1894 -3.7077 -0.0671 -0.1698 -0.8714 0.273
H 0.7992 -1.6168 -4.9586 0.6839 0.6124 -0.1890 0.219
```
Forces are in eV/Å.

***

Molecular formula: C5H11N3
Method: DFT, the ωB97M-V functional and the def2-TZVPD basis

Calculated values
* 2S+1: 1
* HOMO level: -7.230 eV
* total charge: 0
* relative energy (zero: lowest compared OMol25 entry of this formula, charge and spin): 51.0 kcal per mole

```
19
Properties=species:S:1:pos:R:3:forces:R:3:mulliken_charge:R:1
C 1.3022 1.8216 0.1721 -0.2068 0.0624 0.1420 -0.820
C -1.3728 -1.8006 0.5046 -0.1182 0.0714 -0.2150 -1.282
C -0.8066 0.6650 -0.2015 -0.2118 -1.0275 0.2312 0.146
C -0.5612 -0.6630 -0.0267 -0.5661 0.5397 0.2375 -0.076
N -1.9566 1.4108 -0.0720 0.0774 0.1286 0.1405 -0.452
N 1.8492 -1.1925 -0.0143 -0.2560 0.2705 -0.4181 -0.376
C 0.7564 -0.6705 -0.6710 0.1696 1.4845 -0.1839 0.198
N 0.3727 1.1744 -0.7278 0.9881 -1.3147 -0.3031 -0.404
H -2.8277 0.9333 -0.2507 0.1111 0.0698 0.0308 0.237
H -1.8981 2.3304 -0.4831 -0.0404 -0.0862 -0.0007 0.257
H 2.6928 -1.3617 -0.5401 -0.1395 -0.1880 0.3313 0.218
H 1.7216 -1.6049 0.8967 0.2298 0.2456 -0.1420 0.222
H 0.8217 -0.7409 -1.7574 -0.0050 -0.1529 0.0929 0.336
H 1.4727 1.2455 1.0964 -0.0280 0.0249 -0.0256 0.317
H 2.2622 1.9489 -0.3344 -0.0781 0.0051 0.0194 0.257
H 0.9365 2.8150 0.4552 0.0699 -0.0280 0.0185 0.295
H -1.9905 -1.4733 1.3437 0.0137 -0.0298 -0.0071 0.353
H -2.0415 -2.2280 -0.2515 -0.0011 -0.0726 0.0382 0.272
H -0.7329 -2.6095 0.8616 -0.0087 -0.0029 0.0132 0.302
```
Forces are in eV/Å.

***

Molecular formula: C5H11N3
Method: DFT, the ωB97M-V functional and the def2-TZVPD basis

Calculated values
* 2S+1: 3
* ⟨S²⟩: 2.012
* HOMO level (alpha / beta): -3.928 / -9.630 eV
* total charge: 0
* relative energy (zero: lowest compared OMol25 entry of this formula, charge and spin): 29.2 kcal per mole

```
19
Properties=species:S:1:pos:R:3:forces:R:3:mulliken_charge:R:1
C 1.3026 1.0969 -1.1118 -0.6461 -0.2102 2.3185 0.314
C 1.9075 0.0778 1.0046 -2.9027 1.1284 3.1506 -1.223
C -1.2660 -0.3041 1.4211 -0.2313 1.6341 -1.5176 -1.280
C 0.9225 0.7734 0.1546 0.7241 3.6010 0.3340 0.088
C -0.6111 -0.4968 0.0516 0.3675 -4.3601 3.2911 -0.532
N 1.5794 1.4516 -2.1666 0.7855 0.7231 -3.4165 -0.561
N -1.1749 -0.7426 -2.3213 -1.0807 0.6386 1.6326 -0.584
N -1.4081 -0.3173 -0.9928 -2.0187 2.0960 -1.2388 0.076
H 1.9976 -0.9112 0.8015 0.8524 -3.0140 -1.2456 0.441
H 2.8031 0.6058 1.0368 1.7222 0.6664 0.0163 0.367
H 1.4789 -0.0014 2.0604 0.7609 0.5360 -1.0973 0.269
H -1.8447 0.6644 1.4717 0.4108 -0.6327 -0.3466 0.365
H -0.5454 -0.1948 2.2056 0.5015 -0.2760 0.4005 0.321
H -1.9606 -1.0685 1.6323 -0.8134 -0.9887 0.5154 0.356
H 0.2290 1.5519 0.6408 0.8290 -1.0916 -0.6299 0.183
H 0.0969 -1.3730 0.0168 -0.8664 0.8064 -0.3039 0.460
H -1.0909 0.0331 -2.9884 0.6453 -0.3713 0.5790 0.292
H -0.3820 -1.3161 -2.1463 1.0469 -0.4126 -1.1758 0.290
H -2.0338 0.4710 -0.7706 -0.0867 -0.4729 -1.2662 0.359
```
Forces are in eV/Å.